{
  "formula": "C4H7NO2",
  "method": "ωB97M-V/def2-TZVPD",
  "smiles": "C[C@H]1CNC(=O)O1",
  "lumo_energy_ev": 0.76,
  "gap_ev": 10.778,
  "e_tot_ha": -361.8795,
  "relative_energy_kcal_mol": 0.8,
  "elements": ["O", "O", "N", "C", "C", "C", "C", "H", "H", "H", "H", "H", "H", "H"],
  "positions_angstrom": [[-1.64088, -2.51739, -0.23300], [-0.40507, -0.81887, -1.07102], [-0.42751, -1.09273, 1.12964], [0.48281, 0.18774, -0.56655], [0.61069, -0.10662, 0.94958], [-0.90145, -1.58434, -0.06319], [-0.07464, 1.56289, -0.88045], [-0.99793, 1.74186, -0.31922], [1.44142, 0.04429, -1.07460], [0.65477, 2.33553, -0.61269], [0.41967, 0.79337, 1.54602], [-0.47164, -1.69953, 1.93231], [1.60344, -0.49273, 1.21168], [-0.29367, 1.64652, -1.94852]]
}